{"formula": "C8H16N2", "method": "wB97M-V/def2-TZVPD", "lumo_energy_ev": 0.8, "gap_ev": 9.42, "total_energy_ha": -423.9055, "e_homo_ev": -8.6, "smiles": "CCc1c[nH]cn1.CCC", "relative_energy_kj_mol": 89.7, "symbols": ["C", "C", "C", "C", "N", "C", "N", "H", "H", "H", "H", "H", "H", "H", "H", "C", "C", "C", "H", "H", "H", "H", "H", "H", "H", "H"], "positions_angstrom": [[2.058, 2.084, -2.728], [0.706, 2.552, -2.196], [-0.228, 1.450, -1.769], [-0.028, 0.352, -0.966], [-1.272, -0.241, -0.825], [-2.165, 0.641, -1.346], [-1.596, 1.661, -1.924], [2.803, 2.802, -2.371], [2.069, 1.944, -3.799], [2.444, 1.213, -2.182], [0.797, 3.282, -1.397], [0.060, 2.984, -2.963], [0.813, -0.119, -0.498], [-1.542, -1.111, -0.433], [-3.202, 0.346, -1.384], [0.634, -2.711, 2.873], [0.097, -1.728, 1.827], [-1.146, -0.984, 2.406], [-0.127, -3.444, 3.171], [0.655, -2.164, 3.824], [1.513, -3.230, 2.508], [0.906, -1.033, 1.616], [-0.179, -2.287, 0.926], [-0.706, -0.233, 3.070], [-1.555, -0.394, 1.594], [-1.808, -1.633, 2.966]], "forces_ev_per_angstrom": [[0.5377, 0.4802, 1.5261], [-1.0207, -0.9756, -0.4996], [-0.2132, 0.4971, 1.7473], [-0.2855, -0.7717, -0.8205], [-0.0568, 1.6810, -0.1384], [-0.2095, -0.9363, -0.5966], [0.3936, -0.4599, -0.1401], [0.0424, 0.3510, -0.8463], [0.2005, -0.1009, -0.1207], [-0.5389, -0.3770, -0.4314], [0.1001, 0.0443, 0.0994], [0.6041, 0.6057, -0.2142], [0.3802, 0.0814, -0.2562], [0.2293, -0.4890, 0.4055], [-0.1735, 0.4121, 0.0189], [-1.4619, 0.1902, 0.2705], [-0.8630, -0.8139, 0.9082], [2.2057, 0.5952, -0.5876], [0.0335, -0.2643, -0.6805], [1.2257, 0.0072, -0.1132], [0.3601, 0.1054, 0.5764], [-0.1583, 0.2104, -0.3254], [0.2027, 0.1480, -0.0827], [-0.3899, -0.0852, 0.3587], [-0.8288, -0.1206, 0.2039], [-0.3154, -0.0147, -0.2615]]}

=====

{"formula": "C8H16N2O3", "method": "wB97M-V/def2-TZVPD", "lumo_energy_ev": 0.6, "gap_ev": 10.18, "total_energy_ha": -649.5925, "e_homo_ev": -9.6, "smiles": "CC(C)[C@H](NC(=O)[C@H](C)N)C(=O)O", "relative_energy_kj_mol": 331.8, "symbols": ["C", "C", "C", "C", "N", "C", "O", "C", "C", "N", "C", "O", "O", "H", "H", "H", "H", "H", "H", "H", "H", "H", "H", "H", "H", "H", "H", "H", "H"], "positions_angstrom": [[0.649, 2.068, 0.144], [1.767, 0.937, 0.322], [2.962, 1.378, -0.409], [1.173, -0.308, -0.302], [-0.206, -0.650, 0.228], [-1.278, -0.562, -0.538], [-1.248, -0.067, -1.681], [-2.542, -0.844, 0.263], [-3.795, -0.744, -0.619], [-2.400, 0.248, 1.300], [2.061, -1.556, 0.130], [2.075, -1.959, 1.343], [2.788, -2.134, -0.973], [-0.154, 1.858, 0.953], [1.009, 3.052, 0.367], [0.148, 2.110, -0.885], [1.929, 0.786, 1.405], [3.673, 0.466, -0.590], [2.851, 1.752, -1.482], [3.653, 2.045, 0.151], [0.905, -0.093, -1.415], [-0.286, -1.111, 1.090], [-2.463, -1.858, 0.665], [-3.870, 0.284, -0.889], [-4.693, -1.151, -0.160], [-3.640, -1.197, -1.725], [-1.251, 0.247, 1.623], [-2.988, -0.123, 2.252], [3.174, -2.873, -0.567]], "forces_ev_per_angstrom": [[-1.5641, -1.4433, 1.0375], [-2.8635, 1.9187, -0.1697], [4.1549, -1.4083, -1.8401], [-1.3314, -1.5467, -0.2583], [3.5871, 0.2648, -1.1485], [-1.1486, 1.6095, -2.5934], [-0.2273, -1.1664, 1.5473], [0.3296, 0.1460, -0.5028], [1.1165, -0.8253, -2.1701], [0.6882, -1.9674, 4.3747], [0.0543, -0.8795, 1.4015], [0.3005, 1.3996, -5.7168], [-2.7257, 2.8805, 2.3918], [0.9962, 0.5220, -1.6005], [0.5535, 0.5199, 0.1035], [0.8148, -0.4126, 1.4107], [0.1485, 0.0429, -0.5103], [-1.0698, 1.2662, 0.3325], [-0.4589, -0.1971, 1.5761], [-0.8756, -0.0121, -0.3128], [1.1967, -0.9072, 1.6756], [0.2964, -0.8489, 1.1259], [0.0261, -0.0368, 0.2705], [-0.6098, 0.9743, 0.1439], [0.0641, 0.1479, -0.0223], [-0.1250, 0.4259, 2.8005], [-4.8127, 0.1464, -0.8242], [2.1454, 1.4846, -3.2791], [1.3397, -2.0973, 0.7568]]}